[1]
Formula: C14H6IrN2O9
Source: OMol25
Level of theory: the ωB97M-V functional and the def2-TZVPD basis

Computed properties:
* energy relative to the best compared isomer or geometry (same formula, charge and spin): 58.6 kcal per mole
* total energy: -1428.017146 a.u.
* 2S+1: 2
* Kohn-Sham gap (alpha / beta): 3.60 / 3.34 eV

XYZ file:
```
32
C14H6IrN2O9, DFT the ωB97M-V functional and the def2-TZVPD basis
Ir 0.314 -0.980 -0.451
O 3.340 -0.691 -3.206
O -1.584 -0.594 -1.440
O 1.711 -1.455 -1.873
O -3.785 -1.060 -1.493
O 2.964 5.532 -1.446
O 4.259 4.317 -2.919
O 0.833 -2.208 3.554
O -4.249 -2.945 3.334
O 1.131 -1.278 1.528
N 1.248 0.917 -0.903
N -1.289 -1.659 0.854
C -2.543 -1.649 0.421
C 2.213 0.848 -1.814
C -3.589 -2.059 1.204
C 1.573 3.244 -0.680
C 3.418 4.591 -2.081
C -2.696 -1.063 -0.984
C 0.457 -1.853 2.469
C 0.917 2.074 -0.335
C 2.578 3.169 -1.628
C -3.310 -2.504 2.504
C 2.488 -0.534 -2.382
C -1.017 -2.035 2.101
C 2.921 1.966 -2.216
C -1.984 -2.464 2.966
H -1.731 -2.758 3.974
H 1.305 4.184 -0.220
H -5.121 -2.946 2.921
H 3.700 1.867 -2.959
H 0.120 2.049 0.398
H -4.594 -2.022 0.804
```

***

[2]
Formula: C21H43N2OP3Sm
Source: OMol25
Level of theory: the ωB97M-V functional and the def2-TZVPD basis

Computed properties:
* energy relative to the best compared isomer or geometry (same formula, charge and spin): 12.6 kcal per mole
* total energy: -2691.794942 a.u.
* 2S+1: 6
* total charge: +3
* Kohn-Sham gap (alpha / beta): 4.15 / 4.97 eV

XYZ file:
```
71
C21H43N2OP3Sm, DFT the ωB97M-V functional and the def2-TZVPD basis
Sm 0.159 0.200 0.706
P 0.621 -2.478 -0.268
P -2.678 0.573 0.153
P 2.893 0.040 1.836
O -0.249 1.084 -2.805
N -0.497 -0.763 2.783
N -0.998 -1.244 4.869
C -2.791 0.560 -1.674
C 0.276 2.744 1.601
C -0.685 -0.257 4.022
C -1.024 -2.451 4.187
C 4.141 -0.181 0.507
C -3.383 2.261 0.353
C 3.405 -1.264 3.026
C -0.507 1.332 -4.164
C -4.125 -0.513 0.456
C 1.294 -2.103 -1.927
C 0.776 2.730 0.324
C -0.016 1.122 -6.513
C -0.847 -3.409 -0.852
C -0.628 1.126 4.522
C -1.413 2.934 -5.728
C 1.770 -3.809 0.265
C 3.561 1.516 2.696
C -1.408 2.362 -4.441
C -0.689 2.330 -6.760
C 0.079 0.599 -5.208
C -0.720 -2.153 2.901
H -1.430 -2.742 -1.498
H -1.256 -3.397 4.643
H 4.507 -1.278 3.093
H -2.053 1.263 -2.064
H -4.024 2.500 -0.507
H -1.982 3.843 -5.929
H 1.708 -4.643 -0.442
H -1.473 -3.717 -0.009
H 2.996 2.410 2.409
H -4.426 -0.436 1.506
H -3.823 -1.548 0.256
H 5.158 -0.210 0.932
H 0.475 0.589 -7.333
H 0.558 -0.351 -4.978
H 3.032 -2.239 2.683
H 0.055 1.198 5.388
H 0.102 2.850 -0.544
H 2.953 -1.032 4.002
H 1.864 2.768 0.154
H -3.961 2.340 1.279
H 2.250 -1.578 -1.809
H -3.785 0.848 -2.043
H -0.632 -2.796 2.034
H 4.061 0.656 -0.200
H 3.469 1.392 3.781
H -2.103 2.696 -3.670
H -2.565 2.990 0.401
H -1.628 1.453 4.859
H 0.661 0.737 -2.676
H -0.281 1.822 3.748
H 1.471 -3.076 -2.403
H 4.618 1.630 2.418
H 2.797 -3.428 0.305
H -2.524 -0.433 -2.049
H -4.965 -0.249 -0.203
H 1.519 -4.172 1.267
H -1.205 -1.106 5.854
H 3.929 -1.110 -0.040
H -0.795 2.859 1.797
H 0.943 2.808 2.464
H -0.649 2.780 -7.758
H -0.509 -4.282 -1.422
H 0.628 -1.498 -2.559
```

***

[3]
Formula: C19H60O11
Source: OMol25
Level of theory: the ωB97M-V functional and the def2-TZVPD basis

Computed properties:
* SMILES: CC(C)O.CC(C)O.CC(C)O.CC(C)O.CO.CO.CO.CO.CO.CO.CO
* energy relative to the best compared isomer or geometry (same formula, charge and spin): 79.7 kcal per mole
* total energy: -1587.389982 a.u.
* Kohn-Sham gap: 10.11 eV

XYZ file:
```
90
C19H60O11, DFT the ωB97M-V functional and the def2-TZVPD basis
O -1.630 -24.225 6.603
O -1.631 -22.351 4.369
O -3.103 -18.124 2.453
O -1.150 -19.814 6.256
O 0.233 -16.441 -0.594
O -3.634 -20.586 3.137
O 3.402 -20.111 5.082
O 0.648 -19.101 -1.641
O -3.492 -24.393 4.524
O -2.276 -17.788 5.040
O 1.270 -20.309 7.004
C -2.958 -15.486 5.583
C -1.628 -24.709 7.931
C 1.084 -16.547 0.585
C -1.793 -16.449 5.356
C -0.897 -15.972 4.281
C -3.881 -25.519 3.658
C 2.528 -17.089 0.326
C -4.664 -20.908 4.095
C -0.258 -19.574 -2.657
C -2.657 -16.260 1.030
C -1.971 -19.666 7.439
C 0.232 -23.125 3.158
C -0.419 -21.927 3.755
C -0.612 -20.745 2.726
C -2.884 -18.527 0.061
C -2.469 -17.731 1.275
C 0.991 -15.165 1.196
C 1.494 -21.606 7.520
C 4.496 -19.208 5.328
H -3.929 -26.458 4.199
H -2.275 -15.650 1.805
H -2.543 -19.578 0.177
H 2.739 -20.155 5.807
H -2.566 -14.507 5.902
H 0.442 -23.853 3.976
H 1.214 -22.355 6.742
H -3.060 -19.111 2.554
H 0.234 -21.420 4.519
H -0.583 -18.668 -3.287
H -2.483 -18.088 -0.881
H -1.368 -21.115 2.022
H 0.357 -20.560 2.230
H 1.228 -22.898 2.769
H 0.525 -17.174 1.284
H -2.630 -24.080 4.138
H 5.121 -19.343 4.478
H -0.749 -24.349 8.511
H -5.435 -20.123 4.141
H 2.558 -18.118 -0.053
H 3.041 -17.132 1.280
H 4.217 -18.158 5.311
H -3.614 -15.308 4.732
H -3.686 -16.060 0.970
H -1.504 -19.282 5.544
H 0.231 -20.324 -3.252
H -2.395 -18.681 7.367
H -5.205 -21.826 3.844
H -0.311 -23.557 2.351
H -4.230 -21.136 5.037
H -2.393 -24.597 6.093
H 1.391 -14.955 2.207
H -2.686 -17.743 4.143
H -3.033 -21.366 3.175
H -1.475 -15.439 3.537
H 3.094 -16.474 -0.406
H -1.096 -19.999 -2.117
H -3.530 -15.855 6.459
H 1.265 -18.518 -2.120
H -1.475 -22.676 5.293
H -1.221 -16.579 6.247
H -3.952 -18.548 -0.041
H 0.356 -20.174 6.678
H 1.505 -14.410 0.525
H -4.913 -25.296 3.492
H -3.178 -25.558 2.790
H -0.975 -19.796 3.149
H -1.342 -19.677 8.404
H 0.219 -17.425 -0.847
H -2.154 -16.021 0.107
H -1.396 -17.900 1.419
H 5.015 -19.388 6.291
H -0.073 -14.816 1.262
H 1.214 -21.781 8.578
H -2.724 -20.471 7.482
H -0.325 -16.707 3.766
H 2.611 -21.631 7.556
H -2.556 -24.528 8.495
H -1.653 -25.806 7.981
H -0.134 -15.239 4.608
```

***

[4]
Formula: C16H24N3O5PS2
Source: OMol25
Level of theory: the ωB97M-V functional and the def2-TZVPD basis

Computed properties:
* total energy: -2301.573911 a.u.
* 2S+1: 2
* total charge: +1
* Kohn-Sham gap (alpha / beta): 4.83 / 5.45 eV

XYZ file:
```
51
C16H24N3O5PS2, DFT the ωB97M-V functional and the def2-TZVPD basis
S 5.408 2.914 -2.364
S 0.320 -5.153 -1.980
P 0.318 -3.311 -2.607
O -0.297 -3.137 -4.235
O -0.772 -2.420 -1.523
O 7.269 -3.204 -2.227
O 6.438 -3.523 0.052
O -1.948 1.438 -0.496
N -2.673 1.821 0.648
N 6.023 -0.021 -1.701
N 2.039 -0.934 -2.637
C 4.773 -2.410 -1.684
C -3.386 0.608 1.165
C 3.307 -0.112 -2.449
C 3.377 -3.291 -1.889
C -4.015 -0.287 0.040
C -0.763 1.468 2.284
C 2.045 -2.444 -2.370
C 6.203 -3.077 -1.193
C -4.625 1.065 1.994
C -2.470 -0.343 1.996
C -0.840 3.577 0.886
C 4.728 -0.761 -1.952
C -1.706 2.485 1.592
C -2.460 3.281 2.693
C -1.532 0.350 2.975
C 5.815 1.364 -1.699
H -4.633 0.308 -0.645
H -0.136 -2.038 -0.824
H -3.257 -0.812 -0.554
H -1.758 3.863 3.304
H -0.232 4.129 1.613
H -0.130 1.977 3.024
H -2.094 0.731 3.834
H -3.079 -1.071 2.547
H 1.153 -0.453 -2.938
H 3.218 1.043 -2.667
H -0.073 1.027 1.554
H 3.377 -4.456 -1.671
H -3.002 2.648 3.398
H -1.476 4.308 0.371
H -4.700 0.530 2.948
H 6.797 -2.995 -3.106
H -3.169 3.991 2.252
H -1.845 -0.935 1.312
H 0.284 -2.481 -4.744
H -0.823 -0.383 3.378
H -4.638 2.134 2.213
H -5.563 0.901 1.450
H -4.657 -1.063 0.476
H -0.139 3.158 0.156
```

***

[5]
Formula: C10H14Cl6N4
Source: OMol25
Level of theory: the ωB97M-V functional and the def2-TZVPD basis

Computed properties:
* SMILES: ClC(Cl)Cl.ClC(Cl)Cl.CC#N.CC#N.CC#N.CC#N
* energy relative to the best compared isomer or geometry (same formula, charge and spin): 8.8 kcal per mole
* total energy: -3369.565118 a.u.
* Kohn-Sham gap: 11.16 eV

XYZ file:
```
34
C10H14Cl6N4, DFT the ωB97M-V functional and the def2-TZVPD basis
Cl 2.575 -0.194 -5.028
Cl 1.498 0.313 -0.072
Cl 0.066 1.621 -2.251
Cl 0.723 1.786 -6.121
Cl 0.278 -1.003 -6.647
Cl -0.044 -1.281 -2.013
N 5.984 -0.601 2.240
N -3.065 1.448 -1.587
N -1.688 1.495 4.925
N -1.733 -1.144 1.478
C -5.070 0.163 -0.527
C -1.151 -2.126 1.345
C 5.268 0.262 2.014
C -0.967 1.302 4.054
C 0.867 0.163 -5.448
C -0.049 1.057 2.945
C 4.440 1.462 1.757
C 0.073 0.249 -1.136
C -0.390 -3.348 1.133
C -3.943 0.879 -1.118
H 3.618 1.445 2.466
H -0.396 -4.029 1.976
H 4.073 1.588 0.742
H 0.624 -3.045 0.873
H -0.860 -3.838 0.277
H -5.687 0.818 0.082
H 0.860 1.653 2.895
H -0.800 0.266 -0.495
H 0.323 0.032 -4.523
H 0.277 0.018 2.957
H -5.612 -0.368 -1.302
H -4.634 -0.548 0.183
H -0.578 1.207 2.007
H 5.119 2.299 1.920
```

***

[6]
Formula: C17H15NO3
Source: OMol25
Level of theory: the ωB97M-V functional and the def2-TZVPD basis

Computed properties:
* energy relative to the best compared isomer or geometry (same formula, charge and spin): 172.6 kcal per mole
* total energy: -937.068127 a.u.
* Kohn-Sham gap: 2.50 eV

XYZ file:
```
36
C17H15NO3, DFT the ωB97M-V functional and the def2-TZVPD basis
O 1.221 2.723 -1.511
O -1.173 -1.563 -1.915
O 2.381 2.840 -3.337
N 1.575 2.266 -2.600
C 0.990 1.147 1.938
C -1.212 -0.011 2.009
C 1.354 0.483 -4.288
C 0.834 -0.724 -4.727
C -2.090 -1.231 1.879
C -3.360 0.757 2.325
C 3.014 -0.116 2.176
C 2.283 -1.291 2.214
C 0.215 -0.033 2.004
C 0.912 -1.259 2.115
C 1.016 0.989 -3.040
C -2.052 1.113 2.222
C -0.025 -1.431 -3.933
C -0.394 -0.938 -2.645
C 2.362 1.096 2.020
C 0.162 0.303 -2.223
C -3.520 -0.724 2.165
H 2.796 -2.233 2.337
H 2.943 2.002 1.960
H -3.936 -1.170 3.080
H -0.442 -2.371 -4.254
H -1.998 -1.637 0.864
H 0.358 -2.181 2.152
H 0.499 2.093 1.796
H 2.032 1.058 -4.899
H 4.090 -0.147 2.266
H -4.219 -0.954 1.349
H 1.111 -1.101 -5.701
H -1.695 2.120 2.339
H -1.777 -2.015 2.580
H -4.167 1.439 2.535
H -0.086 0.700 -1.252
```

***

[7]
Formula: C46H50BFN4O3Y
Source: OMol25
Level of theory: the ωB97M-V functional and the def2-TZVPD basis

Computed properties:
* energy relative to the best compared isomer or geometry (same formula, charge and spin): 63.6 kcal per mole
* total energy: -2390.838270 a.u.
* total charge: -1
* Kohn-Sham gap: 6.33 eV

XYZ file:
```
106
C46H50BFN4O3Y, DFT the ωB97M-V functional and the def2-TZVPD basis
Y 0.410 0.162 1.245
F 0.498 -2.145 7.360
O 1.265 -2.268 1.340
O 0.764 2.322 1.553
O 4.035 4.133 -0.431
N 2.569 0.625 0.361
N -1.685 -1.546 -1.017
N 2.736 2.046 0.362
N -1.781 0.680 -1.336
C -2.705 -3.544 -0.063
C 2.305 7.033 0.873
C 1.579 -1.078 5.568
C -1.491 2.085 -1.331
C 0.307 -0.494 3.537
C 2.061 4.245 0.935
C 1.156 5.063 1.610
C 5.092 -3.625 -1.226
C 1.845 2.768 0.963
C -3.336 2.425 0.476
C 3.661 -1.206 -0.866
C 0.249 1.791 -3.197
C 4.353 -3.488 -0.118
C -0.771 -1.609 5.457
C -0.729 4.740 -1.020
C -0.312 -3.536 -0.544
C 3.221 6.243 0.200
C -4.482 -2.842 1.574
C -0.479 2.616 -2.151
C 5.122 -2.604 -2.270
C 3.119 4.850 0.230
C -2.498 0.054 -2.357
C -1.554 -2.888 -0.538
C 1.763 1.803 -2.975
C 1.005 -2.863 -0.944
C 4.468 -1.447 -2.039
C -0.269 -4.878 -0.165
C -0.119 3.949 -1.983
C -0.810 -1.055 4.177
C -4.376 1.498 -0.171
C 1.495 -0.530 4.285
C 3.393 -2.336 0.112
C -4.039 -2.826 0.106
C 1.957 -2.915 0.245
C 0.435 -1.608 6.122
C 3.326 0.105 -0.616
C -2.165 2.884 -0.402
C -1.750 4.206 -0.253
C -2.459 -1.279 -2.156
C 1.602 -3.537 -2.181
C -1.404 -5.555 0.250
C -0.106 2.281 -4.606
C 1.263 6.446 1.592
C -2.863 1.830 1.811
C -5.131 -3.418 -0.789
C -2.613 -4.878 0.318
B -1.161 -0.305 -0.443
H 2.404 8.112 0.837
H -2.045 2.405 2.252
H -1.189 2.306 -4.760
H -3.905 -1.786 -0.174
H -3.012 0.611 -3.131
H -3.703 -2.426 2.220
H 2.506 -3.026 -2.521
H 2.082 -3.962 0.513
H 0.825 -1.813 -1.183
H 3.770 3.177 -0.273
H -2.511 0.802 1.656
H -3.867 3.348 0.709
H 4.562 -0.632 -2.752
H 2.185 2.808 -3.099
H 0.549 7.059 2.129
H -1.341 -6.598 0.541
H -3.499 -5.393 0.684
H 0.682 4.367 -2.589
H 0.353 4.574 2.149
H -0.399 5.761 -0.856
H -5.269 1.462 0.464
H -2.923 -2.068 -2.734
H -6.049 -2.825 -0.721
H -4.697 -3.861 1.918
H 5.724 -4.501 -1.332
H 0.280 3.294 -4.774
H 4.404 -4.243 0.665
H 2.006 1.457 -1.969
H -4.003 0.480 -0.281
H -4.820 -3.444 -1.836
H 3.763 0.837 -1.292
H 0.334 1.621 -5.363
H -2.242 4.827 0.494
H -1.649 -2.037 5.931
H 0.869 -3.520 -2.992
H -1.772 -1.073 3.665
H -3.689 1.779 2.528
H 3.570 -1.928 1.120
H 2.408 -0.105 3.869
H 1.863 -4.581 -1.978
H -5.391 -2.244 1.705
H 5.718 -2.743 -3.162
H -5.368 -4.445 -0.487
H -0.076 0.758 -3.118
H 0.679 -5.406 -0.194
H -4.679 1.857 -1.161
H 4.038 6.682 -0.361
H 1.793 -2.346 2.137
H 2.508 -1.091 6.130
H 2.258 1.137 -3.691
```

***

[8]
Formula: C5H14NO4
Source: OMol25
Level of theory: the ωB97M-V functional and the def2-TZVPD basis

Computed properties:
* energy relative to the best compared isomer or geometry (same formula, charge and spin): 42.1 kcal per mole
* total energy: -554.660997 a.u.
* total charge: -1
* Kohn-Sham gap: 7.45 eV

XYZ file:
```
24
C5H14NO4, DFT the ωB97M-V functional and the def2-TZVPD basis
O 2.494 2.901 1.941
O -0.809 -0.360 -1.969
O 0.143 1.979 -2.628
O 0.834 0.919 1.117
N -1.254 0.235 0.692
C 2.049 -1.576 0.992
C -2.083 -0.447 -1.563
C 0.087 0.056 0.631
C 0.714 -1.288 0.307
C -2.215 -0.634 -0.012
H 0.740 -1.378 -0.771
H 2.008 2.302 1.339
H -2.733 0.413 -1.857
H -2.108 -1.650 0.359
H -1.530 1.204 0.631
H 0.055 -2.152 0.454
H -0.083 1.005 -2.655
H 1.859 -2.230 1.851
H -3.168 -0.202 0.281
H 2.807 -1.902 0.285
H 0.312 2.088 -1.686
H 2.485 -0.730 1.529
H -2.583 -1.342 -2.017
H 1.980 2.787 2.746
```